Formula: H3NO2
Source: the Open Molecules 2025 dataset
Level of theory: the ωB97M-V functional and the def2-TZVPD basis

```
6
H3NO2 the ωB97M-V functional and the def2-TZVPD basis
N 0.0576 -0.1567 0.9609
O 0.6281 -0.6330 -0.1300
O 0.2540 0.1069 -1.4154
H -0.8012 -0.5802 1.1015
H 0.0999 0.8376 0.9342
H 0.9835 0.7227 -1.4715
```

Output
Frontier orbital gap: 10.91 eV
Energy above the lowest of the compared OMol25 structures with the same formula, charge and spin: 1.573 eV
E_HOMO: -0.3631 Eh
Multiplicity: 1
Electronic energy: -206.87145 a.u.

Formula: H3NO3Si
Source: the Open Molecules 2025 dataset
Level of theory: the ωB97M-V functional and the def2-TZVPD basis

```
8
H3NO3Si the ωB97M-V functional and the def2-TZVPD basis
O -1.6263 0.3932 0.6521
N -0.9802 -0.5482 0.9959
O -1.2564 -1.3336 1.8460
O 0.2053 -0.7385 0.3547
Si 0.7363 0.3876 -0.8075
H 0.3456 1.6345 -0.2445
H 2.2930 0.2948 -0.6990
H 0.2828 -0.0897 -2.0976
```

Output
Frontier orbital gap: 12.02 eV
Energy above the lowest of the compared OMol25 structures with the same formula, charge and spin: 2.048 eV
E_HOMO: -0.4247 Eh
Multiplicity: 1
Electronic energy: -571.63874 a.u.